28
Properties=species:S:1:pos:R:3:lowdin_charge:R:1 method="wB97M-V/def2-TZVPD" energy_ev=-91606.637 e_lumo_ev="-0.733 / -0.114" max_force_ev_per_a=4.01 spin_multiplicity=1 relative_energy_kcal_mol=82.3 gap_ev="7.5 / 7.5"
H -3.580 3.447 0.235 0.118
H 0.167 0.473 2.661 -0.015
C -3.522 1.379 -0.511 -0.112
H 0.305 -1.332 1.615 0.101
H 0.857 3.011 1.816 -0.055
C 2.388 -2.374 -1.569 -0.113
C 1.663 -0.636 0.037 -0.352
C -1.464 0.182 -0.534 -0.115
C -2.801 0.211 -0.751 -0.107
C 0.868 -1.668 0.671 -0.060
H -0.789 -0.654 -0.863 0.119
C -1.611 2.538 0.261 -0.111
H -1.094 3.406 0.742 0.097
H -4.541 1.186 -0.697 0.086
C 1.545 0.763 0.429 -0.752
C 2.311 -1.084 -1.168 -0.103
C 0.975 -3.006 0.291 -0.073
H 2.798 -0.306 -1.884 0.082
H 3.050 -2.525 -2.441 0.121
Br 2.302 2.001 -0.869 0.648
H -3.257 -0.781 -1.145 0.141
H 0.355 -3.745 0.591 0.069
C -0.986 1.342 0.021 -0.048
C -2.987 2.541 -0.012 -0.085
H 1.634 -4.294 -1.282 0.105
Si 1.287 1.586 2.167 0.610
C 1.665 -3.293 -0.872 -0.104
H 2.462 1.630 3.062 -0.092